Formula: C4H4
Source: the Open Molecules 2025 dataset
Level of theory: ωB97M-V/def2-TZVPD

Geometry as XYZ:
```
8
Properties=species:S:1:pos:R:3:forces:R:3:nbo_charge:R:1
C -1.032 0.683 -0.001 7.1 2.6 -0.1 -0.27
C 0.176 -0.119 -0.064 -9.3 2.6 0.3 -0.04
C 1.551 -0.170 -0.121 2.0 2.9 1.2 -0.26
C -1.473 -0.559 -0.070 1.9 -3.6 -0.8 -0.22
H -1.193 1.732 -0.063 -0.6 0.5 0.0 0.21
H 2.014 -1.050 0.071 1.4 -2.9 -0.2 0.17
H 2.248 0.679 0.247 -1.7 -0.9 -0.9 0.19
H -2.290 -1.197 0.001 -0.7 -1.2 0.4 0.21
```
Positions in Å, forces in eV/Å.

Results
- HOMO energy (spin up / spin down) (eV) = -5.09 / -9.64
- gap between HOMO and LUMO (spin up / spin down) (eV) = 6.25 / 7.61
- LUMO energy (spin up / spin down) (eV) = 1.17 / -2.03
- spin multiplicity = 3
- energy above the lowest of the compared OMol25 structures with the same formula, charge and spin (kJ/mol) = 200.5

***

Formula: C4H40NO16
Source: the Open Molecules 2025 dataset
Level of theory: ωB97M-V/def2-TZVPD

Geometry as XYZ:
```
61
Properties=species:S:1:pos:R:3:forces:R:3:nbo_charge:R:1
O -0.824 3.951 1.888 -0.3 0.5 0.6 -0.81
C -0.273 3.798 0.743 0.3 -0.8 -0.8 0.03
C -0.892 2.919 -0.328 -0.1 2.5 0.3 -0.34
N -1.661 1.780 0.293 2.1 -0.7 0.3 -0.55
C -0.830 1.019 1.314 -0.6 0.7 -0.3 -0.26
C 0.238 0.160 0.665 0.6 -0.4 1.0 -0.63
H 0.706 4.219 0.473 -0.2 0.0 0.2 0.11
H -1.659 3.461 -0.937 0.1 -0.4 0.3 0.18
H -0.068 2.719 -1.004 -0.2 -1.1 -0.2 0.23
H -1.926 1.102 -0.419 -0.6 0.1 0.1 0.43
H -2.442 2.190 0.813 -0.4 0.3 -0.2 0.48
H -1.552 0.479 1.908 -0.2 -0.7 -0.1 0.22
H -0.452 1.778 2.006 0.3 0.0 -0.4 0.27
H 1.186 0.677 0.557 -0.2 0.3 -0.2 0.23
H 0.013 -0.289 -0.308 -0.4 0.1 0.2 0.20
H 0.469 -0.635 1.388 -0.2 -0.2 -0.3 0.21
H 3.066 2.379 0.986 0.2 -0.1 -0.6 0.51
H 4.263 2.608 0.005 -0.2 0.0 0.2 0.47
O 3.307 2.714 0.095 0.0 0.2 -0.1 -0.97
H 2.542 1.716 -1.181 -0.2 -0.4 0.1 0.53
H 2.149 0.241 -1.750 0.4 0.4 0.4 0.48
O 1.906 1.176 -1.711 0.1 -0.3 -0.5 -1.01
H 2.002 -2.895 -2.958 0.3 -0.3 -0.1 0.49
H 0.987 -1.760 -2.853 -0.3 0.0 0.1 0.52
O 1.459 -2.437 -2.318 0.3 0.5 -0.2 -1.02
H 0.893 1.518 -3.079 0.2 0.7 0.3 0.50
H 0.803 2.393 -4.343 -0.1 0.0 0.0 0.48
O 0.258 1.961 -3.678 -0.1 -0.4 -0.2 -0.99
H 4.102 1.027 2.466 -0.4 -0.9 -0.4 0.49
H 3.170 -0.088 1.668 0.8 -0.2 0.2 0.53
O 3.253 0.807 2.043 -0.1 1.3 0.5 -1.02
H -3.226 -2.475 -3.480 -0.4 -0.2 0.2 0.47
H -3.348 -1.252 -2.427 0.0 -0.4 -0.1 0.51
O -3.139 -1.533 -3.346 0.4 0.5 -0.4 -0.99
H -2.661 4.071 2.085 0.9 0.0 -0.1 0.53
H -4.220 3.848 1.941 0.6 -0.2 -0.2 0.47
O -3.343 3.500 1.699 -1.6 -0.1 0.1 -1.00
H 2.108 0.588 3.669 0.5 -0.2 0.3 0.49
H 0.958 -0.287 3.753 -0.3 -0.4 0.4 0.46
O 1.773 -0.127 4.241 -0.2 0.4 -0.6 -0.95
H 2.872 -2.557 0.886 0.1 0.3 0.5 0.51
H 3.319 -2.083 2.309 -0.1 -0.2 0.1 0.49
O 3.342 -1.849 1.377 0.2 0.1 -0.3 -1.00
H 1.583 -3.223 -0.625 -0.1 -0.4 0.3 0.52
H 1.633 -4.549 0.235 0.0 0.0 -0.2 0.50
O 1.633 -3.589 0.286 0.2 0.3 -0.5 -0.99
H -3.456 -1.173 -0.071 -0.6 0.6 0.2 0.50
H -2.180 -1.397 -0.708 0.1 0.6 -0.5 0.50
O -2.945 -0.775 -0.791 0.4 -1.0 0.7 -0.99
H -0.344 0.195 -3.487 0.3 0.1 -0.1 0.51
H -1.329 -0.946 -3.559 0.2 -0.3 0.3 0.51
O -0.423 -0.744 -3.237 -0.5 0.3 -0.4 -1.04
H -1.597 -2.739 -1.982 0.2 0.0 -0.2 0.48
H -0.242 -2.267 -1.453 -0.1 -0.2 -0.1 0.51
O -1.047 -2.735 -1.191 -0.4 -0.1 0.3 -0.98
H -2.842 -1.766 3.373 0.2 -0.3 -0.1 0.48
H -2.224 -2.518 2.105 0.1 0.3 0.9 0.50
O -2.763 -1.761 2.416 -0.2 0.1 -0.7 -1.00
H 0.053 -3.337 1.330 -0.1 0.0 0.0 0.50
H -1.292 -3.574 0.671 0.5 -0.2 0.2 0.49
O -0.846 -3.636 1.534 -0.6 0.0 -0.2 -0.98
```
Positions in Å, forces in eV/Å.

Results
- HOMO energy (spin up / spin down) (eV) = -3.76 / -7.21
- gap between HOMO and LUMO (spin up / spin down) (eV) = 3.45 / 6.90
- LUMO energy (spin up / spin down) (eV) = -0.31 / -0.31
- spin multiplicity = 2

***

Formula: C4H40NO16
Source: the Open Molecules 2025 dataset
Level of theory: ωB97M-V/def2-TZVPD

Geometry as XYZ:
```
61
Properties=species:S:1:pos:R:3:forces:R:3:nbo_charge:R:1
C 1.454 1.765 -3.214 -1.6 0.2 -1.9 -0.68
C 1.008 1.289 -1.834 0.4 0.5 -0.9 -0.06
C 1.957 0.253 -1.203 -0.4 1.5 0.9 -0.56
C 3.327 0.799 -0.880 0.1 -1.3 -0.5 0.47
O 4.028 0.311 -0.023 -0.1 0.3 -0.2 -0.55
N -0.297 0.559 -1.950 -0.2 1.6 -0.4 -0.73
H 0.541 2.022 -3.849 0.9 -0.9 0.6 0.25
H 2.083 1.039 -3.725 -0.2 -0.3 -0.2 0.22
H 1.959 2.710 -3.376 0.5 0.3 1.1 0.25
H 0.772 2.230 -1.287 0.5 -1.1 0.4 0.25
H 2.100 -0.664 -1.781 -0.2 0.3 -0.5 0.25
H 1.434 -0.029 -0.295 0.6 -0.3 0.2 0.25
H 3.721 1.515 -1.628 0.1 0.3 0.4 0.12
H -1.046 1.238 -2.285 0.4 -0.5 0.5 0.50
H -0.527 0.129 -1.041 -0.3 0.1 -0.5 0.46
H -0.235 -0.139 -2.682 -0.1 -0.5 0.2 0.44
H 2.405 -3.320 1.425 0.0 -0.9 -0.2 0.53
H 1.625 -4.189 2.565 0.4 -0.2 -0.4 0.50
O 1.870 -3.319 2.245 -0.2 0.6 0.6 -0.99
H -1.665 -0.204 1.651 -0.4 0.4 -1.1 0.48
H -2.535 -0.017 0.359 0.0 -0.1 0.1 0.53
O -1.665 0.187 0.743 0.5 0.1 1.0 -1.01
H 2.515 0.182 4.260 0.3 -0.3 -0.3 0.51
H 2.428 -0.612 2.884 0.5 -0.8 0.1 0.51
O 2.278 0.221 3.324 -0.6 0.6 0.2 -0.98
H -4.099 -1.191 -0.496 0.1 0.4 0.0 0.51
H -4.789 0.188 -0.752 -0.1 0.0 -0.1 0.49
O -3.966 -0.296 -0.867 -0.1 -0.3 -0.1 -0.99
H 0.256 -1.916 -0.446 -0.3 -1.0 -1.6 0.52
H -0.315 -2.897 -1.694 -0.2 0.0 0.5 0.49
O 0.265 -2.173 -1.448 0.4 0.6 0.8 -1.05
H -2.834 -2.273 1.740 0.1 -0.5 0.8 0.52
H -4.181 -1.464 1.586 -0.2 -0.2 0.7 0.48
O -3.407 -1.792 1.138 -0.4 0.0 -1.0 -1.01
H 0.504 -0.366 3.449 0.2 -0.1 -0.1 0.50
H -0.558 0.159 4.342 -0.4 -0.6 -0.3 0.50
O -0.398 -0.589 3.734 0.0 1.0 0.3 -1.00
H 2.304 -3.085 -1.064 0.0 0.2 0.4 0.51
H 3.135 -2.122 -0.162 0.1 0.2 -0.3 0.49
O 2.877 -3.044 -0.280 0.1 -0.2 0.1 -0.97
H -1.115 1.880 1.500 0.1 -0.2 -0.3 0.50
H 0.426 2.251 1.294 -0.9 0.3 0.5 0.50
O -0.479 2.604 1.547 0.7 0.1 0.1 -1.00
H 2.707 2.524 1.218 0.2 0.0 0.4 0.50
H 2.134 1.176 1.785 0.5 0.1 0.5 0.51
O 2.018 1.867 1.128 -0.6 0.4 -0.6 -0.97
H -1.226 3.509 -2.364 -0.4 -0.5 0.0 0.51
H -2.554 3.060 -3.057 -0.2 0.0 -0.1 0.49
O -1.639 2.817 -2.925 0.4 0.0 -0.5 -0.98
H -2.752 -0.317 -4.103 -0.3 -0.2 0.0 0.49
H -3.038 -0.559 -2.567 -0.4 0.1 -0.1 0.50
O -2.506 -0.078 -3.210 0.4 0.1 -0.2 -0.99
H 0.902 -2.317 1.528 -0.2 0.9 -0.4 0.51
H -0.088 -1.111 1.585 -0.3 0.1 -0.1 0.48
O 0.622 -1.463 1.049 0.4 -0.9 0.7 -1.00
H -1.300 -3.613 3.027 -0.1 -0.1 0.0 0.48
H -1.260 -2.125 3.377 0.2 0.4 0.4 0.50
O -1.839 -2.818 3.045 0.0 -0.4 -0.2 -0.97
H -0.723 3.487 0.189 0.4 -0.4 -0.2 0.51
H -1.709 4.307 -0.501 -0.3 0.4 -0.4 0.47
O -0.910 3.826 -0.727 0.0 0.6 1.1 -1.01
```
Positions in Å, forces in eV/Å.

Results
- total charge = +1
- HOMO energy (eV) = -12.52
- gap between HOMO and LUMO (eV) = 10.09
- LUMO energy (eV) = -2.43
- energy above the lowest of the compared OMol25 structures with the same formula, charge and spin (kJ/mol) = 17.3

***

Which F_max belongs to each record? In order, 0.18796, 0.04805, 0.04770 hartree/bohr.